1.
DFT (ωB97M-V/def2-TZVPD) results for a molecular structure, C22H21FN5O2SeSiTa.

XYZ file:
```
54
C22H21FN5O2SeSiTa, DFT ωB97M-V/def2-TZVPD
Ta -0.069 0.162 0.448
O 2.446 3.378 0.580
C 1.986 2.343 0.225
N 0.596 2.025 0.077
C -0.351 3.086 -0.129
O -0.186 4.234 0.115
C -1.589 2.533 -0.763
C -2.568 3.358 -1.256
C -3.662 2.779 -1.887
C -3.734 1.398 -1.987
C -2.731 0.627 -1.439
N -1.660 1.180 -0.846
C 2.792 1.143 -0.155
C 4.120 1.233 -0.478
C 4.782 0.071 -0.858
C 4.086 -1.127 -0.883
C 2.752 -1.148 -0.523
N 2.108 -0.024 -0.167
H -2.451 4.428 -1.149
H -4.446 3.399 -2.299
H -4.566 0.913 -2.479
H -2.777 -0.453 -1.473
H 4.607 2.199 -0.432
H 5.828 0.103 -1.135
H 4.564 -2.051 -1.177
H 2.193 -2.071 -0.501
C 0.805 -0.331 5.251
Si 1.040 0.446 3.612
C 0.339 2.158 3.547
C 2.800 0.313 3.064
N 0.023 -0.445 2.269
C -1.115 -1.178 2.786
C -1.033 -2.282 3.623
C -2.204 -2.890 4.052
C -3.449 -2.409 3.660
C -3.547 -1.314 2.806
C -2.366 -0.760 2.402
F -2.350 0.293 1.495
H 1.251 0.360 5.975
H 1.335 -1.283 5.332
H -0.239 -0.476 5.528
H 0.450 2.645 4.520
H -0.732 2.144 3.325
H 0.847 2.799 2.822
H 3.436 0.268 3.952
H 3.138 1.178 2.489
H 2.975 -0.602 2.495
H -0.064 -2.670 3.913
H -2.141 -3.753 4.701
H -4.352 -2.891 4.009
H -4.496 -0.920 2.467
Se -0.627 -2.044 -0.656
C 0.215 -3.049 0.637
N 0.821 -3.669 1.396
```

Values from the calculation:
Total energy ... -112181.77985 eV
Charge ... +2
LUMO level ... -8.48 eV
Kohn-Sham gap ... 6.56 eV
E_HOMO ... -15.040 eV

***

2.
DFT (ωB97M-V/def2-TZVPD) results for 2 unconnected molecules or ions with the total composition C22H21N3O2 in a non-equilibrium geometry.

XYZ file:
```
48
C22H21N3O2, DFT ωB97M-V/def2-TZVPD
C -4.224 2.249 -1.206
C -2.750 2.381 -1.130
C -1.871 1.311 -1.089
N -0.512 1.319 -1.042
C 0.061 2.575 -1.016
O 1.269 2.829 -0.962
N -0.807 3.662 -1.069
C -2.183 3.692 -1.144
O -2.769 4.787 -1.209
H -4.733 3.223 -1.228
H -4.531 1.712 -2.114
H -4.625 1.705 -0.341
H -2.327 0.315 -1.105
H -0.347 4.549 -1.072
C 3.561 1.040 0.514
C 2.508 0.160 1.037
N 2.370 -0.081 2.373
C 3.216 0.490 3.416
C 1.283 -0.919 2.611
C 0.666 -1.176 1.351
C -0.542 -1.871 1.342
C -1.070 -2.355 2.552
C -0.438 -2.088 3.778
C 0.760 -1.343 3.823
C 1.392 -0.397 0.372
C 0.915 -0.081 -0.961
C 0.383 -1.209 -1.791
C 0.475 -2.592 -1.507
C -0.315 -3.516 -2.214
C -1.135 -3.083 -3.258
C -1.097 -1.743 -3.654
C -0.267 -0.841 -2.976
H 3.581 0.962 -0.575
H 3.327 2.085 0.757
H 4.558 0.803 0.904
H 2.854 0.171 4.390
H 4.248 0.144 3.279
H 3.203 1.590 3.385
H -1.058 -2.000 0.381
H -1.992 -2.944 2.544
H -0.868 -2.483 4.712
H 1.285 -1.152 4.762
H 1.546 0.616 -1.482
H 1.103 -2.983 -0.693
H -0.320 -4.578 -1.934
H -1.827 -3.772 -3.754
H -1.736 -1.369 -4.459
H -0.219 0.204 -3.295
```

Values from the calculation:
Relative energy (zero: lowest compared OMol25 entry of this formula, charge and spin) ... 34.4 kcal per mole
Total energy ... -31720.07059 eV
LUMO level ... -0.41 eV
Kohn-Sham gap ... 7.59 eV
E_HOMO ... -7.997 eV

***

3.
DFT (ωB97M-V/def2-TZVPD) results for a single C22H21N3O3 molecule.

XYZ file:
```
49
C22H21N3O3, DFT ωB97M-V/def2-TZVPD
O 0.757 -0.096 1.785
C 0.576 -0.088 0.581
C 1.231 0.975 -0.300
O 0.412 1.509 -1.315
C -0.699 2.227 -0.965
C -1.097 2.476 0.363
C -2.226 3.205 0.611
C -3.015 3.722 -0.434
C -4.182 4.477 -0.199
C -4.921 4.963 -1.240
C -4.526 4.714 -2.565
C -3.400 3.986 -2.827
C -2.614 3.470 -1.773
C -1.451 2.718 -2.008
N -0.241 -0.986 -0.027
C -0.167 -1.349 -1.425
C 0.564 -2.714 -1.530
N 1.254 -2.992 -0.286
C 2.471 -2.391 -0.112
O 3.001 -1.744 -0.997
C 3.159 -2.646 1.182
C 3.302 -3.929 1.705
C 4.024 -4.094 2.874
C 4.580 -2.970 3.469
N 4.457 -1.751 2.974
C 3.770 -1.592 1.861
C 0.334 -3.206 0.811
C -0.734 -2.080 0.785
H 2.080 0.514 -0.820
H 1.615 1.760 0.362
H -0.520 2.093 1.189
H -2.527 3.394 1.632
H -4.480 4.666 0.823
H -5.814 5.542 -1.054
H -5.122 5.106 -3.376
H -3.093 3.794 -3.845
H -1.133 2.521 -3.021
H 0.367 -0.584 -1.982
H -1.184 -1.424 -1.822
H -0.140 -3.529 -1.710
H 1.304 -2.689 -2.330
H 2.869 -4.777 1.193
H 4.160 -5.073 3.308
H 5.158 -3.048 4.380
H 3.688 -0.581 1.487
H -0.139 -4.187 0.701
H 0.881 -3.177 1.752
H -0.919 -1.706 1.792
H -1.671 -2.429 0.346
```

Values from the calculation:
Relative energy (zero: lowest compared OMol25 entry of this formula, charge and spin) ... 58.1 kcal per mole
SMILES ... O=C(COc1ccc2ccccc2c1)N1CCN(C(=O)c2cccnc2)CC1
Total energy ... -33768.22845 eV
LUMO level ... 0.61 eV
Kohn-Sham gap ... 8.59 eV
E_HOMO ... -7.973 eV

***

4.
DFT (ωB97M-V/def2-TZVPD) results for a single C22H21N3O3S molecule in a non-equilibrium geometry.

XYZ file:
```
50
C22H21N3O3S, DFT ωB97M-V/def2-TZVPD
C -0.476 -1.324 3.410
C -0.841 0.019 3.959
C -1.965 0.164 4.765
C -2.260 1.385 5.348
C -1.385 2.436 5.132
N -0.322 2.329 4.357
C -0.069 1.172 3.759
N 1.086 1.178 2.966
C 1.251 0.747 1.685
O 2.346 0.717 1.162
C 0.021 0.350 0.936
C -1.146 1.108 0.968
C -2.232 0.746 0.189
C -2.156 -0.356 -0.649
C -0.984 -1.086 -0.696
S -0.756 -2.419 -1.880
O -1.959 -2.576 -2.639
O -0.237 -3.573 -1.208
N 0.478 -1.802 -2.842
C 1.780 -2.430 -2.669
C 2.909 -1.552 -3.187
C 2.809 -0.166 -2.556
C 1.481 0.423 -2.930
C 1.318 1.782 -3.147
C 0.092 2.306 -3.515
C -0.984 1.455 -3.703
C -0.839 0.096 -3.503
C 0.385 -0.429 -3.098
C 0.099 -0.747 0.086
H -0.691 -2.092 4.152
H 0.579 -1.371 3.153
H -1.058 -1.552 2.517
H -2.595 -0.694 4.947
H -3.129 1.507 5.974
H -1.530 3.404 5.590
H 1.861 1.710 3.344
H -1.200 1.991 1.587
H -3.136 1.335 0.222
H -2.981 -0.654 -1.276
H 1.939 -2.659 -1.610
H 1.751 -3.383 -3.205
H 2.831 -1.457 -4.272
H 3.862 -2.025 -2.948
H 2.892 -0.234 -1.467
H 3.617 0.478 -2.907
H 2.168 2.435 -3.012
H -0.020 3.369 -3.667
H -1.941 1.849 -4.012
H -1.667 -0.577 -3.658
H 1.004 -1.331 0.046
```

Values from the calculation:
Relative energy (zero: lowest compared OMol25 entry of this formula, charge and spin) ... 18.8 kcal per mole
SMILES ... Cc1cccnc1NC(=O)c1cccc(S(=O)(=O)N2CCCc3ccccc32)c1
Total energy ... -44603.55515 eV
LUMO level ... 0.19 eV
Kohn-Sham gap ... 8.62 eV
E_HOMO ... -8.428 eV

***

5.
DFT (ωB97M-V/def2-TZVPD) results for a molecular structure, C22H22AsBBiF4N5O7S.

XYZ file:
```
64
C22H22AsBBiF4N5O7S, DFT ωB97M-V/def2-TZVPD
Bi 1.379 0.279 1.519
O -2.115 1.112 3.399
As -1.578 -0.554 3.375
O -1.747 -1.140 4.871
O 0.030 -0.642 2.778
C -2.623 -1.565 2.080
C -3.413 -2.554 2.646
C -4.156 -3.402 1.837
C -4.105 -3.277 0.458
C -3.310 -2.299 -0.125
C -2.573 -1.448 0.682
S -1.668 -0.145 -0.112
O -1.985 1.064 0.633
O -2.009 -0.120 -1.506
O -0.219 -0.516 0.090
H -2.263 1.387 2.474
H -3.427 -2.635 3.725
H -4.773 -4.169 2.287
H -4.686 -3.937 -0.173
H -3.261 -2.176 -1.199
N 0.293 3.485 4.349
C 0.780 2.271 4.125
N 0.815 2.101 2.818
C 0.324 3.259 2.294
N -0.010 4.130 3.204
C 0.155 3.359 0.847
C -0.553 4.373 0.224
N -0.819 4.331 -1.077
C -0.368 3.285 -1.757
C 0.375 2.283 -1.151
N 0.632 2.324 0.152
H 0.105 3.922 5.235
H 1.116 1.566 4.869
H -0.926 5.217 0.792
H -0.617 3.232 -2.809
H 0.728 1.420 -1.702
F 2.754 -0.281 3.539
B 3.750 0.768 3.738
F 5.008 0.226 3.757
F 3.572 1.619 2.591
F 3.426 1.466 4.904
C -1.388 -2.283 -4.473
C -0.132 -1.817 -3.793
C 0.343 -2.438 -2.651
C 1.445 -1.958 -1.954
C 1.869 -2.715 -0.719
C 2.115 -0.826 -2.452
C 3.234 -0.199 -1.736
O 3.433 -0.228 -0.535
C 1.686 -0.222 -3.655
C 2.389 0.983 -4.243
C 0.566 -0.716 -4.292
H -1.667 -3.286 -4.153
H -1.276 -2.277 -5.558
H -2.202 -1.599 -4.219
H -0.171 -3.315 -2.269
H 1.817 -3.787 -0.910
H 1.177 -2.497 0.101
H 2.871 -2.464 -0.386
H 3.929 0.379 -2.368
H 2.521 1.787 -3.516
H 1.813 1.379 -5.078
H 3.377 0.714 -4.624
H 0.214 -0.236 -5.200
```

Values from the calculation:
Relative energy (zero: lowest compared OMol25 entry of this formula, charge and spin) ... 2.2 kcal per mole
Total energy ... -134021.79326 eV
LUMO level ... -1.22 eV
Kohn-Sham gap ... 8.42 eV
E_HOMO ... -9.646 eV

***

6.
DFT (ωB97M-V/def2-TZVPD) results for a molecular structure, C22H22BrCuN3O5P.

XYZ file:
```
55
C22H22BrCuN3O5P, DFT ωB97M-V/def2-TZVPD
Cu 0.732 0.105 0.317
Br 5.887 0.072 -4.863
C 4.919 0.010 -3.231
C 3.547 0.203 -3.244
C 2.844 0.132 -2.057
C 3.501 -0.117 -0.851
C 4.884 -0.310 -0.864
C 5.594 -0.247 -2.050
N 2.725 -0.236 0.311
C 3.198 0.012 1.472
C 2.363 -0.213 2.646
C 2.900 -0.241 3.932
C 2.057 -0.453 5.006
C 0.703 -0.644 4.770
C 0.253 -0.617 3.460
N 1.052 -0.395 2.425
H 3.037 0.403 -4.176
H 1.774 0.301 -2.027
H 5.409 -0.539 0.055
H 6.664 -0.401 -2.059
H 4.193 0.429 1.629
H 3.965 -0.106 4.071
H 2.448 -0.475 6.014
H 0.011 -0.798 5.586
H -0.795 -0.775 3.229
O 0.272 4.171 0.116
C -0.017 2.981 0.118
O 0.817 2.010 0.005
C -1.511 2.641 0.110
C -2.017 1.544 0.799
C -3.355 1.212 0.713
C -4.197 2.006 -0.051
C -3.730 3.151 -0.683
C -2.384 3.459 -0.601
N -5.593 1.618 -0.188
O -6.388 2.450 -0.582
O -5.893 0.466 0.095
H -1.352 0.952 1.405
H -3.754 0.349 1.226
H -4.425 3.768 -1.235
H -1.988 4.339 -1.089
C -2.808 -1.014 -2.120
P -1.676 -1.988 -1.096
C -2.733 -3.047 -0.076
C -0.752 -3.057 -2.230
O -0.781 -1.150 -0.251
H -3.295 -1.637 -2.870
H -2.246 -0.216 -2.604
H -3.567 -0.572 -1.473
H -3.291 -3.763 -0.678
H -3.433 -2.401 0.456
H -2.110 -3.572 0.647
H -1.423 -3.688 -2.814
H -0.070 -3.682 -1.654
H -0.165 -2.429 -2.900
```

Values from the calculation:
Relative energy (zero: lowest compared OMol25 entry of this formula, charge and spin) ... 1.7 kcal per mole
Total energy ... -161849.47280 eV
LUMO level ... -0.80 eV
Kohn-Sham gap ... 6.81 eV
E_HOMO ... -7.613 eV